[1]
Entry from the OMol25 dataset: one molecule with the formula C3H8N2O in a non-equilibrium geometry (ωB97M-V/def2-TZVPD).

The geometry in XYZ format:
```
14
Properties=species:S:1:pos:R:3:forces:R:3:nbo_charge:R:1
H 0.459954 2.219820 0.318490 -0.2245 -0.0563 0.4048 0.353
N 1.046668 1.627054 0.900413 0.6853 -0.6898 -1.3300 -0.750
C 0.601322 0.445024 1.023245 -1.2894 0.7553 2.4735 0.707
O 1.298786 -0.477951 1.733623 0.0756 0.0835 -0.3050 -0.686
N -0.733241 0.016684 0.879976 0.5294 0.3401 1.7869 -0.681
C -1.286450 -0.001102 -0.387158 4.0445 -0.9777 -3.2037 -0.161
C 0.078925 -0.743117 -1.445074 -3.4400 -0.0927 -0.2611 -0.688
H 2.140037 -0.066482 1.979167 -0.0615 0.0454 -0.0443 0.497
H -1.016829 -0.701836 1.533402 0.3802 -0.0576 -0.3599 0.399
H -1.198312 0.940703 -0.915825 -1.0164 0.4594 0.4390 0.187
H -2.247833 -0.513730 -0.424425 0.3753 0.0642 -0.3968 0.215
H 1.150176 -0.590688 -1.334079 -0.1956 0.4786 1.1038 0.218
H -0.146387 -1.808456 -1.424618 0.2364 -0.0694 -0.1766 0.198
H -0.146816 -0.345921 -2.437137 -0.0994 -0.2832 -0.1307 0.191
```
Positions in Å, forces in eV/Å.

SMILES string   [H]/N=C(/O)NCC
Relative energy (zero: lowest compared OMol25 entry of this formula, charge and spin)   62.1 kcal per mole

[2]
Entry from the OMol25 dataset: a 2-piece molecular cluster, C3H8N2O overall in a non-equilibrium geometry (ωB97M-V/def2-TZVPD).

The geometry in XYZ format:
```
14
Properties=species:S:1:pos:R:3:forces:R:3:nbo_charge:R:1
H -3.774051 -0.105210 0.391299 -0.3142 0.1804 -0.3090 0.334
N -3.017844 0.109357 -0.249663 0.7781 0.3004 0.2136 -0.741
C -2.142117 0.771020 0.424095 -1.3874 -1.3077 0.3005 0.271
N -0.895982 1.031127 -0.012512 -0.7292 0.2688 0.0360 -0.823
H -2.398836 1.031587 1.452503 0.6112 0.3556 0.1025 0.143
H -0.733792 0.808238 -0.982004 0.6104 0.1981 0.0919 0.416
H -0.271976 1.504094 0.610561 0.3524 0.1114 -0.4858 0.403
C 2.433333 -0.666567 0.550818 -0.8371 0.2559 0.2251 -0.495
C 1.422462 -0.910186 -0.282124 0.2468 0.6599 0.0304 0.134
O 1.458343 -0.491182 -1.595241 -0.2881 0.4251 -0.4183 -0.743
H 3.131878 0.117387 0.280748 0.6217 -0.6950 -0.2161 0.211
H 2.394698 -1.017285 1.580023 -0.0764 0.2403 -0.1958 0.208
H 0.399602 -1.136012 0.002595 0.3185 -0.9862 0.2244 0.188
H 1.994286 -1.046368 -2.171095 0.0933 -0.0071 0.4006 0.495
```
Positions in Å, forces in eV/Å.

SMILES string   [H]/N=C/N.C=CO
Relative energy (zero: lowest compared OMol25 entry of this formula, charge and spin)   59.5 kcal per mole

[3]
Entry from the OMol25 dataset: one molecule with the formula C3H8N2O2 (ωB97M-V/def2-TZVPD).

The geometry in XYZ format:
```
15
Properties=species:S:1:pos:R:3:forces:R:3:nbo_charge:R:1
N 1.081514 1.544329 1.341940 0.1373 -0.6109 0.3941 -0.906
C -0.079798 1.829710 0.604819 -0.3286 0.1998 -0.0314 0.778
O -0.588451 2.928325 0.551521 -0.1783 0.0275 -0.0108 -0.615
N -0.596396 0.737891 -0.022448 -0.1530 -0.5021 -0.5206 -0.626
C -0.231368 -0.653581 0.196391 -0.3652 -0.2075 -0.5910 -0.238
C -0.641063 -1.514781 -1.013001 0.5352 -0.0688 -0.5699 -0.066
O 0.347872 -2.471245 -1.374005 0.1476 -0.1310 0.2377 -0.710
H 1.920207 1.535189 0.783521 0.0893 -0.0473 0.0307 0.387
H 1.171783 2.104424 2.172046 0.0838 0.4401 -0.1957 0.395
H -1.321729 0.872280 -0.713929 0.0475 0.4611 0.3676 0.401
H -0.754483 -1.090684 1.040613 0.2176 0.2297 0.5697 0.197
H 0.843855 -0.704374 0.342787 -0.0068 -0.2456 0.1358 0.202
H -1.536882 -2.112930 -0.855234 -0.1101 0.1949 0.3040 0.183
H -0.836590 -0.883786 -1.884742 -0.0139 0.2346 -0.0055 0.154
H 1.221534 -2.120767 -1.170280 -0.1023 0.0255 -0.1147 0.463
```
Positions in Å, forces in eV/Å.

SMILES string   NC(=O)NCCO
Relative energy (zero: lowest compared OMol25 entry of this formula, charge and spin)   24.0 kcal per mole

[4]
Entry from the OMol25 dataset: one molecule with the formula C3H8N2O2 in a non-equilibrium geometry (ωB97M-V/def2-TZVPD).

The geometry in XYZ format:
```
15
Properties=species:S:1:pos:R:3:forces:R:3:nbo_charge:R:1
N -2.262972 -0.112872 -1.127536 0.6549 0.4522 2.1134 -0.870
C -1.999504 -0.040038 0.227641 0.4359 0.0963 -0.6111 0.783
O -2.799129 0.229361 1.096031 -0.4929 0.1182 -0.0207 -0.646
N -0.683059 -0.320195 0.534220 0.3946 -0.3824 0.7277 -0.660
C 0.476014 0.070684 -0.262771 -0.5264 0.8709 0.3357 -0.229
C 1.754945 -0.145694 0.527625 0.1468 -0.2232 -0.7280 -0.065
O 2.811053 0.339870 -0.292623 0.2102 -0.0058 -0.0088 -0.722
H -1.575676 -0.687018 -1.578146 -0.7472 0.0581 -1.1137 0.402
H -3.185805 0.199755 -1.356191 -0.0477 -0.5517 -0.8335 0.420
H -0.566888 -0.186827 1.533364 0.0928 -0.0661 -0.2103 0.394
H 0.533066 -0.462686 -1.213225 0.0673 -0.1800 0.1204 0.191
H 0.408190 1.138045 -0.503138 0.0912 -0.0280 -0.1356 0.190
H 1.866710 -1.222778 0.684114 0.1503 0.0500 0.3036 0.169
H 1.776376 0.391444 1.475769 -0.4063 -0.1125 0.1388 0.167
H 3.446676 0.808943 0.254867 -0.0235 -0.0961 -0.0777 0.475
```
Positions in Å, forces in eV/Å.

SMILES string   NC(=O)NCCO
Relative energy (zero: lowest compared OMol25 entry of this formula, charge and spin)   18.2 kcal per mole

[5]
Entry from the OMol25 dataset: a 2-piece molecular cluster, C3H8N2O2 overall in a non-equilibrium geometry (ωB97M-V/def2-TZVPD).

The geometry in XYZ format:
```
15
Properties=species:S:1:pos:R:3:forces:R:3:nbo_charge:R:1
C -0.769519 1.607078 -0.422683 -1.4523 3.1112 -0.0864 -0.657
C 0.595703 1.269750 -0.280848 2.7964 -1.1640 0.0556 -0.080
C 1.117314 0.099505 -0.636437 -3.6201 0.9411 -1.1623 -0.159
N 2.335344 -0.366989 -0.186143 -0.7472 -1.4080 0.7857 0.504
O 2.474459 -1.539663 -0.448986 1.5301 -1.3221 -0.3926 -0.389
O 2.966022 0.263528 0.608083 1.7188 1.0928 0.6038 -0.381
H -1.107242 1.892430 0.584440 -0.1858 0.2081 -0.2309 0.234
H -0.838478 2.552555 -1.065558 -0.3131 -1.2555 0.7816 0.237
H -1.408385 0.836026 -0.746120 -0.6529 -0.9331 -0.7859 0.233
H 1.256331 1.975815 0.194834 0.1239 0.1861 0.2292 0.224
H 0.478776 -0.672870 -1.103165 0.7447 0.5043 0.2060 0.231
N -1.842410 -1.962208 0.653149 0.4250 -1.0892 -0.2243 -1.110
H -2.693258 -2.457495 1.033831 1.9321 0.8708 -0.2601 0.383
H -1.646406 -1.066260 1.050002 -0.7316 0.5455 0.5080 0.356
H -0.918258 -2.431206 0.765596 -1.5678 -0.2879 -0.0273 0.373
```
Positions in Å, forces in eV/Å.

SMILES string   C/C=C/[N+](=O)[O-].N
Relative energy (zero: lowest compared OMol25 entry of this formula, charge and spin)   117.0 kcal per mole

[6]
Entry from the OMol25 dataset: one molecule with the formula C3H8N2O2 in a non-equilibrium geometry (ωB97M-V/def2-TZVPD).

The geometry in XYZ format:
```
15
Properties=species:S:1:pos:R:3:forces:R:3:nbo_charge:R:1
N -2.500055 1.099515 -0.021569 -0.4572 0.1374 -0.1453 -0.826
C -1.548992 0.140428 -0.191335 0.2070 0.7357 0.1454 0.673
O -1.820705 -0.984642 -0.537699 -0.0085 -0.3425 -0.2487 -0.613
C -0.115059 0.576216 0.122822 -0.3302 -0.0544 0.1965 -0.327
N 0.830310 -0.326857 -0.500226 0.1619 -0.1199 0.1808 -0.648
C 1.917539 -0.745318 0.368829 -1.1303 -0.8766 -0.4534 0.109
O 2.907088 0.217992 0.453595 0.4761 0.7865 0.3019 -0.724
H -3.423784 0.916918 -0.378227 0.0171 -0.2482 0.1511 0.403
H -2.336400 2.051121 0.257705 0.4444 -0.1369 -0.0678 0.395
H 0.036385 1.611263 -0.200680 -0.0490 -0.0753 0.0588 0.196
H -0.049794 0.559102 1.226532 0.1472 0.0424 -0.1700 0.203
H 0.320764 -1.154564 -0.795948 -0.0686 0.0864 -0.1292 0.395
H 1.500396 -0.982732 1.362266 0.4811 0.2994 0.1571 0.133
H 2.302396 -1.690598 -0.037177 0.1206 0.1638 -0.0470 0.152
H 2.791890 0.846875 -0.273827 -0.0115 -0.3978 0.0696 0.478
```
Positions in Å, forces in eV/Å.

SMILES string   NC(=O)CNCO
Relative energy (zero: lowest compared OMol25 entry of this formula, charge and spin)   20.6 kcal per mole

[7]
Entry from the OMol25 dataset: one molecule with the formula C3H8N2O2 (ωB97M-V/def2-TZVPD).

The geometry in XYZ format:
```
15
Properties=species:S:1:pos:R:3:forces:R:3:nbo_charge:R:1
N -1.865278 -0.035746 1.553519 0.7526 -0.2982 -0.4200 -0.853
C -0.786650 -0.886369 1.585941 0.0023 0.3043 0.3919 0.778
O -0.684177 -1.806794 2.370773 -0.1388 -0.2019 -0.0916 -0.645
N 0.237846 -0.572970 0.700994 -0.2140 -0.2475 -0.5617 -0.642
C 0.095780 0.343022 -0.434101 -0.0983 -0.6524 0.4057 -0.255
C 1.177988 0.054994 -1.467341 0.1918 0.5128 -0.1291 -0.065
O 1.523471 1.207688 -2.228405 -0.1932 -0.1075 0.2211 -0.703
H -1.799822 0.739258 0.922428 -0.5660 0.2334 0.2338 0.388
H -2.591883 -0.139325 2.239295 0.1101 0.1149 -0.0890 0.416
H 0.792314 -1.390898 0.494537 0.0654 -0.0005 0.2717 0.397
H 0.197599 1.349668 -0.045937 0.0184 0.4457 -0.1328 0.184
H -0.878009 0.227567 -0.917641 -0.0811 0.1894 0.0302 0.190
H 2.066312 -0.353680 -0.972823 -0.0303 -0.0399 -0.0016 0.162
H 0.804663 -0.653552 -2.196450 0.0750 -0.3003 -0.0366 0.187
H 1.709845 1.917139 -1.604790 0.1061 0.0478 -0.0921 0.462
```
Positions in Å, forces in eV/Å.

SMILES string   NC(=O)NCCO
Relative energy (zero: lowest compared OMol25 entry of this formula, charge and spin)   14.8 kcal per mole

[8]
Entry from the OMol25 dataset: a 2-piece molecular cluster, C3H8N2O2 overall (ωB97M-V/def2-TZVPD).

The geometry in XYZ format:
```
15
Properties=species:S:1:pos:R:3:forces:R:3:nbo_charge:R:1
C -0.272200 -1.144253 -1.204872 0.0333 -0.0378 0.0376 -0.062
N 0.497622 -0.658988 -0.328873 -0.1954 -0.0549 -0.2383 -0.439
C 0.867704 0.759714 -0.506332 0.1102 0.0012 -0.2050 0.363
N 2.283253 0.962173 -0.398144 0.0324 -0.1570 0.0489 -0.820
O 0.285800 1.501499 0.513726 -0.1313 0.0385 0.0106 -0.721
H -0.602986 -2.183100 -1.120221 0.0891 0.1590 -0.0140 0.173
H -0.659218 -0.568694 -2.060066 0.1331 -0.0487 0.1122 0.149
H 0.540193 1.101482 -1.507635 -0.0139 -0.0538 0.1665 0.117
H 2.548497 0.770513 0.564775 0.0219 0.0185 -0.0854 0.367
H 2.775388 0.299327 -0.989219 -0.0413 0.1066 0.0234 0.359
H -0.670549 1.318336 0.534079 0.0932 0.0331 0.0368 0.495
C -1.891593 -0.547697 1.639814 -0.1507 0.2521 -0.1982 0.290
O -2.270584 0.418482 1.016102 0.1065 -0.4278 0.2946 -0.536
H -0.823883 -0.718168 1.852974 -0.0951 0.0688 0.0032 0.148
H -2.607443 -1.310625 1.993885 0.0083 0.1021 0.0073 0.116
```
Positions in Å, forces in eV/Å.

SMILES string   C=N[C@H](N)O.C=O
Relative energy (zero: lowest compared OMol25 entry of this formula, charge and spin)   59.3 kcal per mole

[9]
Entry from the OMol25 dataset: one molecule with the formula C3H8N2O2 in a non-equilibrium geometry (ωB97M-V/def2-TZVPD).

The geometry in XYZ format:
```
15
Properties=species:S:1:pos:R:3:forces:R:3:nbo_charge:R:1
N -2.198811 -0.135297 -0.531025 1.5812 0.0485 0.1360 -0.882
C -1.495374 -1.259546 -0.083911 -0.5002 0.3980 0.8053 0.780
O -2.019869 -2.326961 0.130889 -0.1608 -0.2724 0.1211 -0.619
N -0.160746 -1.051909 0.267007 -0.6471 0.1903 -1.1234 -0.627
C 0.649410 -0.010091 -0.363212 0.3958 -0.1149 0.1958 -0.247
C 1.450595 0.741467 0.681704 0.1757 0.8046 -0.1347 -0.066
O 2.025469 1.921652 0.086111 -0.2986 -0.3339 0.0144 -0.729
H -1.826097 0.193215 -1.403743 -0.4214 0.5087 -0.1149 0.384
H -3.183325 -0.134992 -0.405896 -0.6066 -0.4534 -0.3473 0.403
H 0.238500 -1.966336 0.230173 0.6343 -0.4269 0.3251 0.393
H 1.323499 -0.459835 -1.098662 -0.0952 0.1638 -0.0855 0.193
H 0.024365 0.729565 -0.850253 -0.0681 -0.0157 -0.1062 0.207
H 2.282525 0.152494 1.073202 -0.3061 -0.2780 0.2842 0.166
H 0.749703 1.063396 1.458649 0.1799 -0.3630 0.1680 0.173
H 2.140159 2.543178 0.808965 0.1373 0.1443 -0.1381 0.470
```
Positions in Å, forces in eV/Å.

SMILES string   NC(=O)NCCO
Relative energy (zero: lowest compared OMol25 entry of this formula, charge and spin)   20.9 kcal per mole

Number 1: highest occupied orbital energy -8.51 eV. Number 2: highest occupied orbital energy -9.05 eV. Number 3: highest occupied orbital energy -9.72 eV. Number 4: highest occupied orbital energy -9.60 eV. Number 5: highest occupied orbital energy -10.14 eV. Number 6: highest occupied orbital energy -9.49 eV. Number 7: highest occupied orbital energy -9.83 eV. Number 8: highest occupied orbital energy -9.61 eV. Number 9: highest occupied orbital energy -9.77 eV.